C47H68BrN2O16PS3 | ωB97M-V/def2-TZVPD

Cartesian coordinates (Å):
C1 -3.5988 -4.1283 7.3363
C2 -2.2554 -3.7248 6.5994
O1 -2.6190 -3.3621 5.2460
P1 -2.0673 -1.8659 4.7996
O2 -2.1160 -0.8337 5.8773
C3 -3.2318 -1.2848 3.4459
C4 -2.9221 -1.9348 2.0329
C5 -2.6252 -0.7301 1.0271
C6 -1.9199 -1.1840 -0.2771
C7 -2.4244 -2.2580 -1.1420
C8 -1.7367 -2.6704 -2.3617
C9 -2.3030 -3.8351 -3.2566
C10 -1.2607 -5.0457 -3.1375
C11 -0.9305 -5.3981 -1.6265
Br1 0.8687 -4.6996 -1.1074
C12 -0.5052 -1.9791 -2.7320
C13 0.0752 -0.9154 -1.9004
C14 -0.6706 -0.5344 -0.6748
S1 0.1212 0.7868 0.3184
C15 1.8804 0.3020 0.1662
C16 2.7887 0.4004 1.2945
C17 4.1648 -0.0336 1.1170
C18 4.5616 -0.5713 -0.1930
C19 6.0477 -1.0679 -0.3072
C20 3.6638 -0.6588 -1.3392
C21 2.2679 -0.2113 -1.1674
N1 1.3252 -0.2836 -2.2924
C22 1.0372 1.0977 -2.8187
C23 1.9273 1.4620 -4.0681
C24 3.3508 2.0338 -3.6723
S2 3.5125 3.8515 -3.8708
C25 2.6099 4.7008 -2.4940
S3 1.2726 5.5660 -2.9803
N2 3.0288 4.6653 -1.1321
C26 1.8804 4.3996 -0.2056
C27 2.4292 4.4267 1.2896
O3 3.4440 3.4526 1.5445
C28 4.5374 3.6597 0.6489
C29 3.9880 3.5696 -0.8413
O4 -0.5668 -1.9261 4.0411
C30 0.3419 -2.7940 4.7376
C31 1.7886 -2.7081 4.0902
H1 -3.4511 -4.3845 8.4100
H2 -4.3335 -3.2975 7.1667
H3 -4.0016 -5.0056 6.7531
H4 -1.6242 -4.6622 6.5980
H5 -1.6626 -2.9549 7.1506
H6 -4.2591 -1.5956 3.7776
H7 -3.1622 -0.1665 3.4466
H8 -2.1068 -2.6962 2.0367
H9 -3.8788 -2.4093 1.6771
H10 -2.0215 0.0088 1.6263
H11 -3.5683 -0.1827 0.7471
H12 -3.3618 -2.8063 -0.8623
H13 -2.4248 -3.5031 -4.3175
H14 -3.2569 -4.2043 -2.7961
H15 -0.2816 -4.7111 -3.5851
H16 -1.6014 -5.9440 -3.7173
H17 -0.8957 -6.4970 -1.4284
H18 -1.6588 -4.9575 -0.9016
H19 0.0575 -2.2342 -3.6589
H20 2.4108 0.8073 2.2659
H21 4.8730 0.0169 1.9750
H22 6.6475 -0.4929 0.4409
H23 6.4549 -1.0222 -1.3416
H24 6.0357 -2.1420 0.0398
H25 3.9515 -1.0435 -2.3442
H26 1.0837 1.8842 -2.0208
H27 -0.0285 1.0695 -3.1784
H28 1.3828 2.0970 -4.8203
H29 2.1235 0.4833 -4.6004
H30 4.1036 1.5589 -4.3663
H31 3.5928 1.6470 -2.6534
H32 1.0968 5.1947 -0.2478
H33 1.4091 3.4031 -0.4598
H34 1.5521 4.1868 1.9376
H35 2.8509 5.4557 1.4508
H36 5.1232 4.5976 0.8391
H37 5.2390 2.7837 0.7424
H38 4.8898 3.5495 -1.4991
H39 3.3988 2.6043 -0.8620
H40 0.0542 -3.8840 4.6636
H41 0.4657 -2.5521 5.8244
H42 1.9287 -3.4491 3.2593
H43 2.0147 -1.6972 3.6687
H44 2.5892 -2.9338 4.8473
C32 -6.6589 -4.0764 12.4457
C33 -5.9257 -5.3655 12.1437
C34 -4.5072 -5.3765 12.6455
O5 -3.8562 -6.2427 11.7193
C35 -4.5475 -6.1444 10.5460
O6 -4.1449 -6.5432 9.4997
O7 -5.7468 -5.5362 10.7350
H45 -7.7246 -4.1897 12.2377
H46 -6.5434 -3.7896 13.4925
H47 -6.2991 -3.2654 11.8098
H48 -6.4889 -6.2230 12.5243
H49 -4.4276 -5.7618 13.6617
H50 -4.0252 -4.3947 12.5993
C36 0.8320 7.6360 -6.3071
C37 0.3996 9.0422 -6.6587
C38 0.3054 9.9510 -5.4646
O8 -0.7107 10.8736 -5.8548
C39 -1.5235 10.2086 -6.7253
O9 -2.5993 10.5941 -7.0606
O10 -0.9448 9.0570 -7.1557
H51 1.0696 7.0755 -7.2133
H52 1.7152 7.6392 -5.6660
H53 0.0291 7.0939 -5.8055
H54 1.0542 9.4624 -7.4283
H55 1.2427 10.4669 -5.2589
H56 -0.0239 9.4373 -4.5557
C40 -5.3183 6.4768 -5.9704
C41 -3.9536 6.0440 -5.4804
C42 -2.8294 6.5062 -6.3657
O11 -1.8452 5.4910 -6.1758
C43 -2.5237 4.3482 -5.8611
O12 -2.0392 3.2613 -5.8711
O13 -3.8148 4.6203 -5.5372
H57 -6.0729 6.2873 -5.2043
H58 -5.3344 7.5414 -6.2108
H59 -5.6149 5.9053 -6.8520
H60 -3.8015 6.3626 -4.4445
H61 -2.4447 7.4811 -6.0743
H62 -3.0978 6.5339 -7.4263
C44 3.9527 -6.9720 -2.0587
C45 4.2192 -5.8481 -3.0360
C46 5.3740 -6.1243 -3.9598
O14 5.8663 -4.8174 -4.2412
C47 5.5580 -4.0471 -3.1596
O15 6.0257 -2.9713 -2.9552
O16 4.6543 -4.6651 -2.3586
H63 2.9995 -6.8113 -1.5513
H64 3.9117 -7.9371 -2.5676
H65 4.7195 -7.0092 -1.2823
H66 3.3101 -5.6074 -3.5957
H67 5.0645 -6.6287 -4.8747
H68 6.1750 -6.7031 -3.4888

Forces on atoms 1 to 6 (eV/Å):
0.312 0.417 -1.454
-0.473 -1.749 1.751
1.695 1.711 -0.342
-0.927 2.076 -0.636
0.460 -1.446 -0.431
0.524 -1.555 0.115

- highest occupied orbital energy (eV) = -7.81
- LUMO energy (eV) = 0.08
- HOMO-LUMO gap (Eh) = 0.290
- 2S+1 = 1
- F_max (eV Å⁻¹) = 3.4
- SMILES = CCOP(=O)(CCCc1cc(CCCBr)cc2c1Sc1ccc(C)cc1N2CCCSC(=S)N1CCOCC1)OCC.C[C@@H]1COC(=O)O1.C[C@@H]1COC(=O)O1.C[C@@H]1COC(=O)O1.C[C@@H]1COC(=O)O1
- DFT total energy (eV) = -197418.62574